# 1
Density functional theory data (ωB97M-V/def2-TZVPD) for an isolated molecule of C3H3FN2OS.

```
11
Properties=species:S:1:pos:R:3
C 1.130 0.557 -0.196
C 1.265 -0.458 0.635
C -0.870 -0.421 0.056
H -1.831 1.369 -0.852
H 2.133 -1.108 0.852
H -0.174 -1.705 1.751
N -0.251 0.616 -0.454
N 0.081 -1.083 0.774
O -0.811 1.562 -1.154
F 1.958 1.372 -1.133
S -2.630 -0.700 -0.279
```

SMILES string: On1c(F)c[nH]c1=S
ΔE to the lowest compared entry with this formula, charge and spin in eV: 3.732
HOMO in eV: -8.334
Net charge: 0

The computed Löwdin charges, all in e, follow:
1 C -0.09
2 C -0.09
3 C -0.72
4 H 0.11
5 H 0.15
6 H 0.27
7 N -0.17
8 N 0.03
9 O 0.03
10 F 0.02
11 S 0.47

# 2
Density functional theory data (ωB97M-V/def2-TZVPD) for a 17-piece molecular cluster, C56H155N9O23 overall.

```
243
Properties=species:S:1:pos:R:3
C -17.975 -20.845 4.840
O -19.104 -21.572 5.240
C -19.067 -22.875 4.684
C -20.053 -23.787 5.397
N -21.404 -23.397 5.030
C -22.396 -23.607 6.081
C -23.761 -23.160 5.588
O -23.627 -21.782 5.253
C -24.894 -21.204 5.029
H -17.860 -19.893 5.356
H -17.969 -20.600 3.768
H -17.086 -21.471 4.998
H -18.033 -23.238 4.720
H -19.337 -22.796 3.622
H -19.833 -23.692 6.470
H -19.891 -24.828 5.113
H -21.466 -22.412 4.795
H -22.126 -23.015 6.968
H -22.363 -24.648 6.412
H -24.459 -23.200 6.435
H -24.211 -23.762 4.796
H -24.776 -20.151 4.779
H -25.478 -21.289 5.955
H -25.451 -21.693 4.222
C -10.276 -19.504 8.175
O -10.833 -20.767 8.458
C -10.561 -21.706 7.430
C -11.309 -23.000 7.762
N -12.668 -23.033 7.219
C -13.557 -22.118 7.944
C -15.019 -22.370 7.572
O -15.323 -23.730 7.879
C -16.406 -24.233 7.126
H -9.192 -19.508 8.317
H -10.708 -18.743 8.829
H -10.588 -19.167 7.177
H -9.484 -21.895 7.376
H -10.885 -21.332 6.451
H -11.283 -23.277 8.817
H -10.771 -23.733 7.148
H -13.093 -23.930 7.453
H -13.356 -21.058 7.796
H -13.573 -22.294 9.029
H -15.225 -22.154 6.518
H -15.672 -21.761 8.201
H -17.265 -23.559 7.087
H -16.720 -25.229 7.433
H -16.060 -24.396 6.097
C -11.080 -13.930 -5.676
O -9.899 -14.346 -6.291
C -9.793 -15.758 -6.350
C -9.299 -16.389 -5.044
N -9.183 -17.843 -5.125
C -10.466 -18.555 -5.055
C -10.855 -18.707 -3.584
O -12.012 -19.511 -3.460
C -12.666 -19.340 -2.233
H -11.088 -12.854 -5.502
H -11.258 -14.373 -4.685
H -12.008 -14.161 -6.218
H -9.040 -15.956 -7.117
H -10.721 -16.220 -6.703
H -9.955 -16.097 -4.226
H -8.289 -16.035 -4.831
H -8.696 -18.135 -5.962
H -10.351 -19.574 -5.431
H -11.237 -18.048 -5.641
H -11.045 -17.702 -3.184
H -10.045 -19.136 -2.991
H -13.356 -20.176 -2.132
H -13.127 -18.344 -2.168
H -12.025 -19.410 -1.340
C -15.207 -17.190 6.273
O -15.057 -18.595 6.221
C -13.928 -18.992 5.461
C -14.457 -19.452 4.113
N -13.378 -19.929 3.229
C -13.948 -20.449 1.979
C -12.878 -21.147 1.164
O -13.468 -21.609 -0.031
C -12.643 -22.532 -0.702
H -15.643 -16.774 5.357
H -14.271 -16.626 6.366
H -15.804 -16.965 7.154
H -13.528 -19.887 5.956
H -13.090 -18.300 5.353
H -14.900 -18.582 3.614
H -15.217 -20.237 4.180
H -13.099 -20.813 3.663
H -14.553 -19.707 1.456
H -14.657 -21.241 2.273
H -12.497 -22.019 1.715
H -12.015 -20.488 0.997
H -12.555 -23.432 -0.078
H -11.632 -22.271 -1.028
H -13.161 -22.883 -1.595
C -18.930 -29.865 -1.363
O -17.598 -29.398 -1.288
C -16.808 -30.204 -0.437
C -15.455 -29.552 -0.271
N -15.544 -28.364 0.599
C -14.424 -27.425 0.427
C -13.182 -27.910 1.182
O -13.224 -27.428 2.541
C -12.318 -26.339 2.681
H -19.484 -29.035 -1.803
H -19.377 -30.081 -0.387
H -19.057 -30.758 -1.981
H -16.604 -31.204 -0.836
H -17.251 -30.339 0.556
H -15.088 -29.252 -1.264
H -14.771 -30.295 0.145
H -16.370 -27.916 0.205
H -14.802 -26.526 0.911
H -14.174 -27.301 -0.634
H -12.259 -27.625 0.675
H -13.191 -28.999 1.250
H -12.448 -26.018 3.715
H -12.490 -25.549 1.945
H -11.289 -26.714 2.608
C -3.970 -18.175 1.702
O -5.357 -18.202 1.887
C -5.854 -19.499 2.216
C -7.352 -19.473 1.942
N -7.601 -19.369 0.512
C -9.025 -19.373 0.208
C -9.727 -18.015 0.398
O -9.712 -17.370 -0.880
C -10.480 -16.198 -0.882
H -3.619 -17.143 1.757
H -3.646 -18.602 0.747
H -3.437 -18.692 2.512
H -5.692 -19.606 3.299
H -5.313 -20.321 1.742
H -7.778 -18.589 2.432
H -7.792 -20.359 2.396
H -7.059 -18.659 0.050
H -9.540 -20.217 0.666
H -9.130 -19.584 -0.862
H -9.190 -17.314 1.040
H -10.742 -18.259 0.733
H -11.544 -16.409 -1.054
H -10.164 -15.495 -1.653
H -10.437 -15.669 0.078
C -9.849 -24.940 -1.297
C -10.677 -26.091 -1.836
C -11.205 -25.764 -3.223
O -12.241 -24.798 -3.189
C -12.624 -24.411 -4.483
N -9.837 -27.281 -1.876
H -10.284 -23.953 -1.456
H -8.845 -24.882 -1.721
H -9.697 -25.036 -0.217
H -11.577 -26.259 -1.227
H -11.623 -26.664 -3.700
H -10.407 -25.384 -3.876
H -12.886 -25.244 -5.139
H -11.869 -23.724 -4.889
H -13.497 -23.755 -4.420
H -9.523 -27.560 -0.951
H -10.411 -28.082 -2.142
C -13.219 -13.703 9.598
C -12.703 -14.583 8.450
C -13.101 -14.017 7.090
O -14.504 -13.923 7.019
C -14.930 -13.442 5.762
N -11.248 -14.660 8.503
H -12.700 -12.745 9.648
H -13.102 -14.202 10.561
H -14.292 -13.533 9.460
H -13.155 -15.571 8.568
H -12.753 -14.732 6.336
H -12.620 -13.036 6.997
H -16.018 -13.439 5.701
H -14.545 -14.088 4.965
H -14.592 -12.406 5.638
H -10.824 -13.745 8.390
H -10.922 -14.966 9.412
C -18.256 -12.538 7.669
C -18.799 -13.509 8.707
C -20.328 -13.580 8.793
O -20.972 -12.458 9.341
C -20.530 -12.088 10.621
N -18.277 -14.880 8.450
H -18.512 -11.510 7.946
H -18.730 -12.649 6.691
H -17.172 -12.550 7.564
H -18.373 -13.206 9.669
H -20.665 -14.485 9.316
H -20.706 -13.716 7.777
H -21.121 -11.268 11.019
H -19.472 -11.814 10.639
H -20.609 -12.916 11.340
H -17.269 -14.843 8.326
H -18.405 -15.355 9.342
C -14.109 -23.568 3.994
O -13.384 -22.484 4.493
H -13.978 -24.508 4.542
H -15.186 -23.362 3.928
H -13.804 -23.876 2.987
H -13.105 -22.649 5.418
C -15.630 -21.749 -3.285
O -15.425 -21.646 -4.705
H -16.649 -22.073 -3.111
H -14.864 -22.433 -2.913
H -15.484 -20.779 -2.803
H -14.553 -21.267 -4.849
C -19.217 -17.604 6.547
O -20.047 -16.509 6.876
H -19.568 -18.025 5.602
H -18.198 -17.213 6.459
H -19.212 -18.459 7.231
H -19.484 -15.871 7.369
C -13.512 -16.399 2.519
O -12.576 -17.422 2.306
H -13.113 -15.429 2.219
H -14.451 -16.546 1.969
H -13.766 -16.318 3.586
H -12.885 -18.266 2.727
C -16.882 -21.581 0.636
O -17.749 -22.106 -0.363
H -17.421 -21.451 1.582
H -16.150 -22.357 0.860
H -16.382 -20.643 0.402
H -18.520 -21.530 -0.364
C -10.223 -19.693 3.829
O -8.968 -19.876 4.492
H -10.156 -18.830 3.163
H -10.418 -20.615 3.283
H -11.088 -19.536 4.475
H -8.894 -19.140 5.110
C -16.758 -19.121 8.794
O -17.083 -19.717 10.051
H -17.404 -18.264 8.608
H -15.710 -18.823 8.796
H -16.877 -19.881 8.020
H -17.585 -20.521 9.918
C -17.744 -17.455 2.483
O -17.024 -18.317 1.573
H -17.953 -17.889 3.455
H -17.144 -16.545 2.561
H -18.666 -17.157 1.982
H -17.284 -18.069 0.683
```

HOMO in eV: -8.045
Net charge: 0

These are the Löwdin partial charges, in e, on atoms 1 to 99:
1 C -0.12
2 O -0.17
3 C -0.23
4 C -0.21
5 N -0.06
6 C -0.21
7 C -0.22
8 O -0.20
9 C -0.11
10 H 0.07
11 H 0.08
12 H 0.07
13 H 0.10
14 H 0.13
15 H 0.11
16 H 0.12
17 H 0.10
18 H 0.12
19 H 0.12
20 H 0.12
21 H 0.12
22 H 0.09
23 H 0.09
24 H 0.09
25 C -0.11
26 O -0.20
27 C -0.21
28 C -0.17
29 N -0.06
30 C -0.18
31 C -0.20
32 O -0.19
33 C -0.10
34 H 0.09
35 H 0.09
36 H 0.08
37 H 0.13
38 H 0.11
39 H 0.13
40 H 0.12
41 H 0.12
42 H 0.11
43 H 0.13
44 H 0.11
45 H 0.11
46 H 0.08
47 H 0.09
48 H 0.07
49 C -0.14
50 O -0.17
51 C -0.22
52 C -0.20
53 N -0.06
54 C -0.19
55 C -0.22
56 O -0.18
57 C -0.11
58 H 0.09
59 H 0.08
60 H 0.09
61 H 0.12
62 H 0.11
63 H 0.09
64 H 0.12
65 H 0.10
66 H 0.12
67 H 0.11
68 H 0.10
69 H 0.12
70 H 0.06
71 H 0.10
72 H 0.08
73 C -0.10
74 O -0.18
75 C -0.19
76 C -0.18
77 N -0.08
78 C -0.18
79 C -0.21
80 O -0.19
81 C -0.11
82 H 0.08
83 H 0.07
84 H 0.07
85 H 0.11
86 H 0.12
87 H 0.11
88 H 0.11
89 H 0.07
90 H 0.12
91 H 0.10
92 H 0.12
93 H 0.11
94 H 0.08
95 H 0.09
96 H 0.07
97 C -0.11
98 O -0.18
99 C -0.25

# 3
Density functional theory data (ωB97M-V/def2-TZVPD) for C2H2FO2Pb as an isolated structure.

```
8
Properties=species:S:1:pos:R:3
H 0.920 -1.634 1.223
O 0.359 -1.126 -0.719
C 0.856 -0.894 0.352
C 0.360 0.347 1.125
O -0.423 1.058 0.511
H 0.936 0.708 1.991
F -2.023 1.022 -2.970
Pb -0.985 0.520 -1.513
```

ΔE to the lowest compared entry with this formula, charge and spin in eV: 0.637
HOMO in eV: -13.796
Net charge: +1

The computed Löwdin charges, all in e, follow:
1 H 0.17
2 O -0.11
3 C -0.14
4 C -0.09
5 O -0.15
6 H 0.16
7 F -0.57
8 Pb 1.72

# 4
Density functional theory data (ωB97M-V/def2-TZVPD) for a 2-piece molecular cluster, C8H22NSi2 overall.

```
33
Properties=species:S:1:pos:R:3
C 4.307 0.635 0.928
C -1.368 -2.658 1.119
C -1.543 2.397 1.027
C -3.054 0.695 -1.184
C 0.362 0.993 -2.171
C 1.644 -1.781 -1.087
C 3.171 1.113 0.462
C -0.595 -1.390 1.444
N -0.714 -0.394 0.369
Si -2.190 0.696 0.503
Si 0.392 -0.388 -0.893
H 5.061 0.215 0.282
H 4.541 0.645 1.979
H -2.984 0.034 1.535
H -1.238 -3.384 1.916
H -2.428 -2.444 1.013
H -1.011 -3.094 0.188
H -2.373 3.077 1.189
H -0.981 2.348 1.956
H -0.901 2.852 0.278
H -4.111 0.906 -1.050
H -2.669 1.461 -1.849
H -2.982 -0.263 -1.690
H 0.257 1.974 -1.715
H 1.284 0.993 -2.750
H -0.456 0.871 -2.876
H 1.333 -2.473 -1.870
H 2.620 -1.391 -1.368
H 1.772 -2.359 -0.175
H 2.954 1.136 -0.595
H 2.429 1.548 1.110
H 0.455 -1.628 1.620
H -0.985 -0.943 2.358
```

ΔE to the lowest compared entry with this formula, charge and spin in eV: 0.000
HOMO (alpha / beta) in eV: -9.356 / -12.986
Net charge: +1
2S+1: 3
Expectation value of S²: 2.0078

The computed Löwdin charges, all in e, follow:
1 C -0.05
2 C -0.04
3 C -0.16
4 C -0.17
5 C -0.21
6 C -0.20
7 C -0.11
8 C -0.28
9 N -0.17
10 Si 0.65
11 Si 0.66
12 H 0.05
13 H 0.05
14 H 0.02
15 H 0.10
16 H 0.08
17 H 0.08
18 H 0.04
19 H 0.04
20 H 0.03
21 H 0.04
22 H 0.03
23 H 0.04
24 H 0.02
25 H 0.04
26 H 0.02
27 H 0.03
28 H 0.03
29 H 0.03
30 H 0.02
31 H 0.04
32 H 0.12
33 H 0.11

Number 1: electronic energy -21736.0035 eV. Number 2: electronic energy -121075.3169 eV. Number 3: electronic energy -14154.9891 eV. Number 4: electronic energy -25888.6714 eV.